C12H10B2BrF8MnN2O4 | the ωB97M-V functional and the def2-TZVPD basis

Element x y z (Å)
1 Mn -4.87647 12.61347 -18.85055
2 Br -3.62345 14.35148 -17.34421
3 B -4.10453 11.61166 -21.06998
4 F -3.24429 10.63331 -21.38079
5 F -5.04117 11.06535 -20.22879
6 F -3.63098 12.73304 -20.45705
7 F -4.70775 11.97600 -22.22135
8 B -6.87031 11.75505 -18.02759
9 F -6.87510 12.16524 -19.30911
10 F -8.18701 11.50844 -17.64327
11 F -6.02654 10.67888 -17.92364
12 F -6.34355 12.81764 -17.32057
13 C -7.90640 15.92736 -24.40351
14 C -8.09641 16.95950 -23.47245
15 C -7.44556 16.76097 -22.29365
16 C -6.70181 15.59930 -21.97973
17 C -6.58251 14.56391 -22.88943
18 C -7.16931 14.75943 -24.11048
19 N -6.07695 15.49450 -20.62238
20 O -5.75178 16.47277 -19.99926
21 O -5.86436 14.34734 -20.19523
22 H -8.47439 16.04214 -25.31489
23 H -8.78900 17.76912 -23.64915
24 H -7.63365 17.63344 -21.68552
25 H -6.10431 13.69209 -22.46793
26 H -7.24630 13.96798 -24.84129
27 C -2.46309 6.32832 -19.34416
28 C -1.29958 6.90718 -18.96093
29 C -1.09835 8.25084 -18.68195
30 C -2.27928 9.10149 -18.78515
31 C -3.51330 8.45989 -19.13402
32 C -3.65032 7.10128 -19.37703
33 N -2.27985 10.53535 -18.52573
34 O -3.31120 11.18867 -18.23760
35 O -1.19608 11.11023 -18.44190
36 H -2.55383 5.25820 -19.45827
37 H -0.36438 6.36991 -18.90491
38 H -0.14753 8.71689 -18.46946
39 H -4.44621 9.00309 -19.16591
40 H -4.57769 6.63597 -19.67682

Cartesian forces, eV/Å:
Mn 0.3683 0.4424 0.1668
Br 0.4167 0.4300 0.2836
B -0.6517 -1.7864 -3.0276
F 2.3326 -0.9920 0.3299
F -1.0958 -0.9877 0.9803
F 1.9250 2.0467 0.8814
F -1.1289 1.1239 -1.6171
B -4.2648 -1.9166 1.6296
F -0.6796 0.9911 -2.6808
F 0.6584 -0.1743 0.2819
F 0.6179 -0.7106 0.6040
F 0.9850 1.4715 1.5354
C -0.4239 0.0620 0.2492
C 0.6079 -2.3773 -1.2935
C 0.3133 0.9722 1.5417
C -0.7151 1.7576 0.0884
C 0.1997 0.4078 1.7897
C -1.3534 0.5558 -1.2252
N 0.5278 -0.9989 0.0581
O -0.4550 0.3057 -0.4310
O -0.3066 0.6494 -0.6794
H 0.2675 -0.4586 -0.3914
H 0.2867 0.1565 0.0154
H 0.6910 -0.4563 1.2341
H 0.1493 -0.4854 -0.7916
H 0.4403 -0.1177 -0.0130
C -2.4909 0.0396 0.4964
C 2.6877 0.8158 0.3202
C -2.9028 2.4707 -0.5853
C -0.5610 -2.8487 -0.4939
C -0.1605 0.8959 0.5887
C 2.2987 -0.1596 -0.2826
N 1.5258 1.9429 1.3268
O 0.5078 -1.7032 -0.3121
O -0.8928 -1.2345 -0.5505
H 0.2822 -0.0705 -0.3019
H -0.1558 -0.6473 -0.0313
H 0.0779 -0.2924 0.1255
H 0.2155 0.6052 0.0058
H -0.1444 0.2752 0.1755

## Properties
DFT total energy (Eh): -5447.61717
2S+1: 7
<S²>: 12.005
E_HOMO (alpha / beta) (eV): -10.25 / -10.25

Atomic partial charges in e from the Löwdin method, atoms 1 to 4: atom 1 (Mn): 0.789, atom 2 (Br): 0.538, atom 3 (B): -1.478, atom 4 (F): 0.225

=====

C12H10BN10O2PtS | the ωB97M-V functional and the def2-TZVPD basis

Element x y z (Å)
1 Pt -0.30131 0.43761 1.20960
2 C -0.60254 -2.22717 -3.40318
3 C -1.37937 -1.78906 -2.31344
4 N -0.62556 -1.53014 -1.25786
5 N 0.64054 -1.79308 -1.63556
6 C 0.68538 -2.21169 -2.91832
7 B 1.81541 -1.46432 -0.71153
8 N 2.08535 0.06009 -0.68808
9 C 3.03236 0.72170 -1.37159
10 C 2.78507 2.07611 -1.27453
11 C 1.63323 2.16219 -0.48812
12 N 1.22662 0.94547 -0.14796
13 N 1.51349 -1.95183 0.72465
14 C 1.94339 -3.09499 1.27889
15 C 1.35140 -3.24018 2.51678
16 C 0.55226 -2.10368 2.64896
17 N 0.65723 -1.34384 1.56420
18 H -0.93228 -2.51396 -4.38726
19 H -2.44780 -1.65323 -2.25323
20 H 1.62423 -2.46667 -3.38298
21 H 2.81138 -2.01531 -1.10890
22 H 3.80114 0.17562 -1.89207
23 H 3.34837 2.88275 -1.70911
24 H 1.06061 3.01724 -0.16873
25 H 2.63673 -3.72278 0.74565
26 H 1.47975 -4.04320 3.22044
27 H -0.08669 -1.79247 3.45812
28 O -1.46680 3.41376 -0.12452
29 N -2.10326 2.93577 0.82687
30 C -3.27386 3.53052 1.22478
31 C -3.71518 4.64851 0.48131
32 N -4.12270 5.55026 -0.11021
33 C -3.94998 3.13271 2.39632
34 N -4.50141 2.85624 3.37104
35 O -3.34353 -0.10447 1.81235
36 S -2.21426 0.61662 2.42481
37 N -1.61738 1.89890 1.44241

Cartesian forces, eV/Å:
Pt 0.0151 0.0117 -0.0133
C -0.0038 -0.0075 0.0111
C 0.0091 -0.0144 -0.0036
N -0.0029 -0.0271 -0.1023
N -0.0002 0.0266 0.0388
C 0.0098 0.0026 -0.0007
B -0.0041 -0.0180 -0.0047
N 0.0198 0.0453 -0.0113
C -0.0451 -0.0219 -0.0362
C 0.0145 -0.0003 0.0283
C -0.0464 0.0287 -0.0314
N 0.0755 -0.0580 0.0331
N 0.0211 -0.0103 0.0021
C -0.0157 -0.0130 -0.0085
C 0.0245 0.0192 0.0131
C -0.0189 0.0020 -0.0058
N -0.0326 0.0015 0.0228
H 0.0019 -0.0015 0.0070
H 0.0001 -0.0001 0.0137
H -0.0049 0.0068 0.0007
H 0.0001 0.0098 -0.0029
H -0.0030 0.0061 0.0013
H 0.0010 -0.0044 0.0046
H 0.0124 0.0018 0.0033
H -0.0080 -0.0001 -0.0010
H 0.0043 0.0063 -0.0001
H -0.0024 -0.0085 -0.0081
O 0.0293 0.0113 -0.0110
N -0.1223 -0.0377 -0.1126
C -0.0225 0.0651 0.0215
C -0.0226 -0.0809 -0.0847
N 0.0124 0.0275 0.0531
C 0.0781 0.0046 0.0410
N -0.0385 0.0216 -0.0191
O -0.0734 -0.0096 -0.0108
S 0.0177 -0.0542 -0.0381
N 0.1206 0.0690 0.2105

## Properties
DFT total energy (Eh): -1703.73618
Charge: -1
2S+1: 1
E_HOMO (eV): -5.34

Atomic partial charges in e from the Löwdin method, atoms 1 to 4: atom 1 (Pt): 0.919, atom 2 (C): -0.090, atom 3 (C): -0.167, atom 4 (N): 0.059

=====

C12H10Br3F2Pd | the ωB97M-V functional and the def2-TZVPD basis

Element x y z (Å)
1 Pd -2.92881 -17.61704 -30.99272
2 Br -2.34045 -15.12333 -31.11071
3 Br -2.68655 -19.50810 -32.80384
4 Br -3.55834 -18.77387 -28.81523
5 F -5.08743 -17.07536 -31.47322
6 C -6.20907 -17.85643 -31.47807
7 C -7.21578 -17.53327 -30.59517
8 C -8.35650 -18.32097 -30.58457
9 C -8.46791 -19.39490 -31.44920
10 C -7.43923 -19.66895 -32.34632
11 C -6.27487 -18.90642 -32.35052
12 H -7.07745 -16.70363 -29.91529
13 H -9.10917 -18.15271 -29.82434
14 H -9.35908 -20.00839 -31.46493
15 H -7.49071 -20.51384 -33.02069
16 H -5.48159 -19.09370 -33.06111
17 F -0.56716 -18.03984 -30.64256
18 C 0.68282 -17.91574 -30.16245
19 C 1.02106 -16.75883 -29.50349
20 C 2.29439 -16.66073 -28.95587
21 C 3.19025 -17.72143 -29.06256
22 C 2.82466 -18.85319 -29.76370
23 C 1.56368 -18.96426 -30.33573
24 H 0.29613 -15.95858 -29.42580
25 H 2.59506 -15.73560 -28.48126
26 H 4.19927 -17.67841 -28.67227
27 H 3.50466 -19.69151 -29.84873
28 H 1.25303 -19.85847 -30.85892

Cartesian forces, eV/Å:
Pd 0.4372 -0.1540 -0.1634
Br -0.0716 -0.1824 0.1167
Br -0.1301 0.2406 0.4307
Br 0.0292 0.0673 -0.3362
F -0.5333 0.1834 -0.1570
C 0.0835 0.2554 0.2633
C 0.1054 0.0682 0.1391
C 0.1284 -0.0695 0.3846
C 0.0827 -0.1668 -0.5345
C 0.1866 -0.0177 0.2335
C -0.3917 -0.2090 -0.5710
H -0.0036 -0.0314 0.0132
H -0.1094 0.1487 -0.1609
H -0.0046 -0.0217 0.1332
H -0.1608 0.0230 -0.0175
H 0.1661 -0.0557 0.2067
F 0.1651 -0.1792 -0.1811
C 0.0581 -0.1914 0.0418
C 0.1395 0.3322 0.2495
C 0.1450 -0.0483 -0.1312
C 0.1354 0.2259 -0.1887
C -0.2825 -0.4102 -0.1307
C -0.0430 -0.0770 0.1676
H -0.0233 -0.0253 -0.0429
H -0.0367 -0.0521 0.1257
H -0.0896 0.2223 0.1799
H 0.0789 0.0623 -0.0393
H -0.0610 0.0622 -0.0313

## Properties
DFT total energy (Eh): -8513.05737
Charge: -1
2S+1: 3
<S²>: 2.005
E_HOMO (alpha / beta) (eV): -5.42 / -5.24

Atomic partial charges in e from the Löwdin method, atoms 1 to 4: atom 1 (Pd): 0.217, atom 2 (Br): -0.291, atom 3 (Br): -0.260, atom 4 (Br): -0.259

=====

C12H10F17N4O3S | the ωB97M-V functional and the def2-TZVPD basis

Element x y z (Å)
1 F 5.67962 -2.42983 0.39097
2 C 5.75731 -2.29692 -1.00552
3 F 6.81406 -3.09716 -1.48033
4 F 6.09382 -0.97796 -1.30149
5 C 4.36230 -2.77066 -1.69215
6 F 4.68173 -4.04335 -2.24925
7 F 3.38111 -3.07103 -0.71114
8 C 3.86691 -1.88076 -2.88860
9 F 4.97283 -1.76388 -3.77922
10 F 2.94059 -2.66996 -3.63669
11 C 3.25074 -0.45317 -2.67624
12 F 4.14311 0.47720 -3.28351
13 F 2.09086 -0.36682 -3.51555
14 C 2.86523 0.12904 -1.27398
15 F 3.57566 -0.29928 -0.14888
16 F 3.15714 1.53046 -1.33211
17 C 1.30919 0.12390 -0.85519
18 F 0.52594 1.03810 -1.61749
19 F 1.31037 0.69903 0.45007
20 C 0.63285 -1.30136 -0.67920
21 F 1.10527 -1.81343 0.55575
22 F 0.82165 -2.20026 -1.73519
23 C -0.98241 -1.21889 -0.47701
24 F -1.40664 -0.04689 0.14384
25 F -1.29627 -2.28716 0.39621
26 N -1.74579 -1.45817 -1.71877
27 C -2.29795 -2.74241 -2.09958
28 N -3.00478 -2.56162 -3.33576
29 N -2.86589 -1.26596 -3.64489
30 N -2.14894 -0.63611 -2.70379
31 H -2.16308 -3.67491 -1.46929
32 H -1.96117 0.37783 -2.75629
33 O -5.06571 1.44426 3.01852
34 S -3.74373 1.69999 3.52655
35 O -3.44793 1.65263 4.93147
36 O -3.21515 3.10530 2.92981
37 C -4.02501 4.27011 3.10896
38 C -3.90347 4.82512 4.51566
39 C -2.59584 0.65604 2.67421
40 H -5.06770 4.05900 2.85575
41 H -3.66525 5.01660 2.39727
42 H -4.34176 4.14232 5.24642
43 H -4.41964 5.78379 4.59731
44 H -2.85453 4.96087 4.78879
45 H -2.78028 0.72958 1.60621
46 H -2.75714 -0.36701 3.01517
47 H -1.58224 0.97380 2.91816

Cartesian forces, eV/Å:
F 0.1070 0.2777 -3.3217
C 2.0784 0.0102 1.0851
F -2.6738 1.9671 1.2630
F -1.0660 -2.4569 0.5198
C 0.6823 -3.2441 0.7259
F -0.9328 2.7826 0.8596
F 1.7592 1.4129 -2.1502
C 0.5788 -2.0742 -3.0860
F -2.1786 -0.1049 2.3103
F 1.4961 1.6566 2.0092
C 0.2972 2.2884 -3.2381
F -1.7567 -2.1952 1.7299
F 1.7957 -0.2290 2.1415
C 0.4429 3.3432 1.9473
F -1.1818 -0.1467 -2.6223
F -0.8277 -2.9320 -0.1163
C -0.1331 2.0669 1.7082
F 1.4810 -2.5574 0.9655
F -0.1479 -1.3674 -2.7455
C -0.5440 -0.8174 1.3912
F -0.7571 0.8474 -3.2772
F 0.0904 1.7376 2.0512
C 0.0534 -0.0198 2.8972
F 1.0259 -2.4022 -1.9385
F 0.2652 2.2167 -2.3156
N -2.2894 -3.9063 -1.3702
C -0.2425 2.6709 -1.4249
N 2.6782 1.5134 3.5964
N 0.9060 -0.5951 1.9399
N -0.6022 -0.6712 -0.8819
H -0.2445 1.3612 -1.0414
H 0.0069 -0.5536 0.1283
O 0.4861 0.1389 0.3930
S 0.2216 0.5563 -0.0028
O -0.3975 -0.0971 -0.6603
O 0.1196 -1.1424 -0.1074
C -0.5583 0.9543 0.3824
C -0.0250 -0.2078 0.2679
C 0.0919 0.0949 -0.0051
H 0.1151 -0.1866 -0.0002
H 0.1529 -0.3365 -0.0881
H 0.0066 0.0703 -0.0583
H 0.0442 -0.0508 -0.0999
H -0.0753 0.0620 -0.0922
H -0.1585 0.1338 0.2284
H -0.0953 0.1204 0.0860
H -0.0948 0.0110 0.0166

## Properties
DFT total energy (Eh): -3003.42214
Charge: +1
2S+1: 1
E_HOMO (eV): -12.89

Atomic partial charges in e from the Löwdin method, atoms 1 to 4: atom 1 (F): 0.121, atom 2 (C): -0.338, atom 3 (F): 0.124, atom 4 (F): 0.126

=====

Q: DFT total energy of number 1 (C12H10B2BrF8MnN2O4)?
A: -5447.61717 Eh

=====

Q: Which value of DFT total energy does entry 3 give?
A: -8513.05737 Eh